Record 1
This record from the Open Molecules 2025 dataset describes a molecular structure, C5H7N2 at a distorted geometry. The level of theory is the ωB97M-V functional and the def2-TZVPD basis.

Net charge ... +1
Energy above the lowest of the compared OMol25 structures with the same formula, charge and spin ... 588.9 kJ/mol
Total energy ... -8266.6735 eV
LUMO energy (spin up / spin down) ... -4.981 / -4.980 eV
Highest occupied orbital energy (spin up / spin down) ... -0.5263 / -0.5263 hartree

Structure (XYZ):
```
14
Properties=species:S:1:pos:R:3:forces:R:3
C 0.781078 0.308614 1.453905 -0.866 -3.594 1.829
C 0.248295 -0.872562 1.226100 2.780 4.877 1.045
C -1.142946 -2.427531 0.098892 -1.254 -0.295 -0.547
C 0.719165 0.794863 0.176395 0.807 3.275 -1.505
C -0.628687 1.423819 -0.241587 -0.470 -0.136 2.630
N -0.472291 -1.420274 0.403624 -1.771 -3.464 -0.843
N 1.815181 0.869656 -0.574323 2.712 -0.918 3.498
H -1.652105 -2.473640 -0.829954 0.062 0.350 -1.230
H -1.453636 -3.246598 0.694614 0.362 -0.544 1.373
H -0.522042 2.456065 -0.528716 0.396 0.376 -0.187
H -1.343604 1.446638 0.712001 1.543 -0.314 -2.229
H -1.075394 0.897799 -1.058782 -0.303 -0.446 -0.416
H 2.848386 0.862249 -0.155054 -3.307 -0.657 -0.616
H 1.878600 1.380900 -1.377116 -0.691 1.489 -2.802
```
Forces are in eV/Å.

Löwdin population analysis, charges in e, atoms 1 to 2:
1 C 0.106
2 C -0.010

=====

Record 2
This record from the Open Molecules 2025 dataset describes a molecular structure, C21H30F5NOP2Ti at a distorted geometry. The level of theory is the ωB97M-V functional and the def2-TZVPD basis.

Energy above the lowest of the compared OMol25 structures with the same formula, charge and spin ... 148.3 kJ/mol
Total energy ... -81079.0142 eV
LUMO energy (spin up / spin down) ... -0.166 / -0.165 eV
Highest occupied orbital energy (spin up / spin down) ... -0.2220 / -0.2222 hartree

Structure (XYZ):
```
61
Properties=species:S:1:pos:R:3:forces:R:3
Ti 0.150880 -0.372243 0.080928 -0.338 1.758 -1.055
P 2.771131 -0.338924 -0.290971 -2.251 -2.949 0.714
P -2.619654 -0.010658 0.289442 0.708 -0.315 -0.189
N -0.324099 0.119541 -1.556125 0.673 -0.851 0.789
H 1.494423 0.663254 -0.342322 -0.881 1.010 0.458
C 3.011446 -2.071169 -0.849225 1.391 -0.396 -0.560
H 4.088432 -2.263783 -1.035572 -0.311 -0.217 -0.080
H 2.460963 -2.259287 -1.783401 0.129 0.203 0.311
H 2.660791 -2.793592 -0.093431 0.031 0.575 -0.166
C 3.585860 -0.364828 1.330760 0.419 0.311 0.205
H 4.670550 -0.533310 1.235367 -0.255 0.129 0.021
H 3.159407 -1.177595 1.939096 0.062 0.279 -0.371
H 3.410096 0.577164 1.862387 0.064 -0.128 -0.093
C 3.639884 0.696761 -1.465778 0.210 0.220 -0.072
H 4.660346 0.359082 -1.659963 -0.101 -0.034 0.071
H 3.655456 1.714607 -1.075997 0.007 0.046 -0.036
H 3.069075 0.707194 -2.397315 -0.025 -0.027 0.044
C -3.456403 -1.277519 -0.729174 -0.215 -0.028 -0.073
H -4.523326 -1.048631 -0.849197 0.139 -0.094 0.003
H -3.353707 -2.261411 -0.256881 -0.001 0.138 -0.090
H -2.976814 -1.306617 -1.712776 -0.046 -0.001 0.164
C -3.617559 -0.069662 1.813669 -0.266 0.051 0.093
H -4.681875 0.030345 1.567326 0.101 -0.025 0.171
H -3.319857 0.743720 2.485903 -0.067 -0.201 -0.092
H -3.445474 -1.027231 2.320425 -0.045 0.232 -0.039
C -3.233273 1.525277 -0.502691 0.069 0.008 0.107
H -4.321700 1.598600 -0.377265 0.193 0.013 -0.058
H -2.983290 1.523525 -1.570917 0.013 -0.011 0.279
H -2.754274 2.392500 -0.031668 -0.112 -0.141 -0.127
C -0.319224 0.870256 -2.690132 0.311 0.591 -0.520
C 0.028908 1.105879 -5.100187 -0.201 0.179 0.312
C -0.057159 0.299126 -3.966458 -0.084 0.352 0.370
C -0.476518 2.283822 -2.606162 0.101 -0.331 -0.460
C -0.393740 3.084369 -3.746911 -0.099 -0.676 0.153
C -0.162465 2.492835 -4.996837 0.046 0.187 -0.164
H 0.236718 0.645260 -6.068112 -0.074 0.194 0.229
H 0.099874 -0.781065 -3.999085 -0.061 0.288 -0.141
H -0.624974 2.708368 -1.616060 0.019 -0.005 -0.208
H -0.519820 4.162035 -3.642928 0.050 -0.230 -0.152
H -0.134853 3.128920 -5.889690 0.074 -0.343 0.339
C -0.239294 -3.563097 1.343823 0.945 3.679 -2.024
O -0.168436 -2.420791 0.746252 0.110 -3.445 2.009
C 0.382228 -4.776211 0.727472 -0.230 -0.423 -0.369
H 1.256235 -5.128843 1.309314 -0.449 0.300 -0.068
H 0.705140 -4.606224 -0.310236 -0.242 0.045 0.413
H -0.369563 -5.587069 0.765998 0.405 0.175 -0.106
C -0.867822 -3.694371 2.682174 0.062 0.311 0.392
H -1.896522 -4.052946 2.549927 0.095 0.087 0.098
H -0.865223 -2.730588 3.216479 -0.143 -0.343 -0.316
H -0.325304 -4.441584 3.273206 -0.176 0.072 -0.102
F -0.881074 -0.050188 3.323231 0.176 0.277 -0.082
C -0.297650 1.134688 2.960340 0.396 0.705 -0.418
C 0.156181 1.310355 1.645813 0.291 0.355 0.600
C 0.764317 2.557591 1.431168 -0.300 -0.104 0.291
F 1.219424 2.905381 0.189049 -0.049 -0.118 0.599
C 0.956318 3.531733 2.419388 0.000 -0.360 -0.203
F 1.657427 4.649502 2.145069 -0.351 -0.209 0.175
C 0.461793 3.308270 3.704831 0.141 -0.095 -0.194
F 0.648747 4.221168 4.678292 -0.148 -0.392 -0.399
C -0.186650 2.104421 3.966850 -0.128 -0.468 0.056
F -0.664475 1.853898 5.209510 0.219 0.190 -0.441
```
Forces are in eV/Å.

Löwdin population analysis, charges in e, atoms 1 to 2:
1 Ti 0.515
2 P 0.732

=====

Record 3
This record from the Open Molecules 2025 dataset describes a molecular structure, C20H25AsCsNS at a distorted geometry. The level of theory is the ωB97M-V functional and the def2-TZVPD basis.

Energy above the lowest of the compared OMol25 structures with the same formula, charge and spin ... 5.8 kJ/mol
Total energy ... -94858.2257 eV
LUMO energy ... -0.095 eV
Highest occupied orbital energy ... -0.2271 hartree

Structure (XYZ):
```
49
Properties=species:S:1:pos:R:3:forces:R:3
Cs 0.434333 -0.163097 -0.762876 -1.118 -0.895 -0.167
C -2.669695 -4.104589 -0.659041 0.010 -0.070 -0.100
C -1.778782 -3.526433 -1.724901 -0.014 0.012 0.043
C -0.457584 -3.951637 -1.852066 0.017 0.107 0.029
C 0.352122 -3.462729 -2.867318 0.037 -0.069 -0.031
C -0.150297 -2.549134 -3.784403 0.015 0.013 -0.001
C -1.460150 -2.108784 -3.659217 -0.006 0.049 -0.024
C -2.264217 -2.590544 -2.634656 0.035 0.004 0.036
H -3.529776 -3.464029 -0.469807 0.017 -0.017 0.016
H -2.128794 -4.253370 0.275563 -0.021 0.013 0.010
H -3.042537 -5.079694 -0.980194 -0.024 -0.002 0.035
H -0.060226 -4.673587 -1.147648 -0.009 -0.010 -0.006
H 1.374291 -3.810209 -2.954361 -0.007 0.000 0.000
H 0.471337 -2.194058 -4.596292 0.008 0.035 0.026
H -1.860473 -1.392050 -4.365640 -0.005 -0.012 0.003
H -3.286759 -2.242471 -2.544024 -0.005 -0.010 -0.008
C -2.876540 -1.094222 0.956955 0.074 0.147 0.062
C -2.604919 0.097203 1.840764 0.082 0.058 -0.009
C -3.517085 0.415912 2.867494 -0.056 0.043 0.094
C -3.259024 1.488562 3.668450 -0.011 -0.086 -0.068
C -2.096877 2.258496 3.458845 0.107 -0.178 -0.246
C -1.796094 3.366610 4.272297 0.067 0.162 0.093
C -0.654714 4.083223 4.031842 -0.200 0.002 0.169
C 0.202779 3.727874 2.986820 -0.072 -0.262 -0.199
C -0.042447 2.647702 2.146120 -0.019 0.234 0.253
S 1.069447 2.309335 0.867903 0.480 0.396 -0.031
C -1.229942 1.873498 2.390809 -0.135 0.294 0.383
N -1.514916 0.794768 1.614361 -0.050 -0.217 -0.162
H -3.800479 -1.589007 1.252768 0.005 -0.042 -0.035
H -2.062512 -1.818671 1.030278 -0.013 0.011 -0.038
H -2.971287 -0.782689 -0.085751 0.024 -0.048 -0.016
H -4.400671 -0.193733 3.005595 -0.008 0.018 0.022
H -3.935540 1.761649 4.470541 0.005 0.002 -0.002
H -2.476482 3.628843 5.073844 0.026 0.017 0.000
H -0.411887 4.936822 4.653809 0.011 -0.004 -0.016
H 1.098157 4.305120 2.801596 0.008 0.022 0.013
C 3.624185 2.800046 -1.748821 -0.028 0.116 0.024
As 3.509636 0.891911 -1.361390 0.861 0.191 -0.234
C 4.784252 0.245171 -2.719911 -0.052 0.050 0.083
C 4.703332 0.889758 0.184997 0.005 0.035 0.080
H 4.665016 3.123710 -1.782445 0.010 -0.032 -0.006
H 3.098258 3.334373 -0.957232 -0.006 -0.014 -0.005
H 3.144645 3.031400 -2.699314 -0.003 -0.043 -0.016
H 5.719398 0.804525 -2.688969 -0.007 0.019 0.024
H 4.339406 0.351529 -3.709270 0.005 0.003 -0.005
H 4.995186 -0.810666 -2.550777 0.003 -0.001 0.006
H 5.637887 1.400421 -0.049195 -0.003 -0.008 -0.032
H 4.920929 -0.127333 0.509018 -0.017 -0.021 -0.033
H 4.196111 1.414273 0.994850 -0.022 -0.012 -0.013
```
Forces are in eV/Å.

Löwdin population analysis, charges in e, atoms 1 to 2:
1 Cs 0.725
2 C -0.052

=====

Record 4
This record from the Open Molecules 2025 dataset describes 2 unconnected molecules or ions with the total composition C15H21N5O4 at a distorted geometry. The level of theory is the ωB97M-V functional and the def2-TZVPD basis.

Energy above the lowest of the compared OMol25 structures with the same formula, charge and spin ... 0.0 kJ/mol
Total energy ... -31536.6387 eV
SMILES ... CNC(=O)[C@H](CO)NC(C)=O.N#CCC(=O)NCc1ccncc1
LUMO energy ... 0.363 eV
Highest occupied orbital energy ... -0.3528 hartree

Structure (XYZ):
```
45
Properties=species:S:1:pos:R:3:forces:R:3
N 4.142048 -2.236616 -5.161325 -1.472 -1.599 0.103
O -0.825872 5.947338 0.075834 0.146 0.247 -0.224
O 0.524908 -2.902917 -4.474473 0.656 -0.414 0.071
O -0.289121 2.025619 4.056258 -0.289 0.003 -0.317
C 3.357401 -3.096038 -5.125089 1.374 1.525 -0.130
N 0.378633 -2.708373 1.123361 -0.063 0.017 -0.086
O -0.440317 1.378824 -0.101003 -0.158 -0.424 0.155
C -1.261312 4.990633 0.692167 -0.905 1.641 -0.545
C 1.181950 -3.913236 -4.273403 -2.218 0.589 0.428
C -0.415860 2.990831 3.314855 0.562 -0.817 0.536
C -0.307404 -2.090997 0.146938 0.323 -1.051 -0.083
C 0.792416 -3.966648 0.911771 -0.496 0.341 -0.889
C -0.599106 -2.711666 -1.069474 0.057 -0.009 0.113
C 0.526686 -4.653389 -0.277103 -0.019 0.286 0.165
C -0.186193 -4.024020 -1.299697 -0.193 0.544 0.722
N -0.226010 4.241941 3.759087 0.038 1.113 -0.299
N 0.724865 -4.863919 -3.379842 1.130 -0.374 -1.040
N -0.448918 3.981418 1.001660 0.298 -2.146 0.950
C -2.712646 4.970613 1.127900 0.249 -0.172 -0.087
C 2.414220 -4.214532 -5.110631 0.249 -0.355 0.544
C 0.093160 4.588818 5.144324 -0.124 -0.452 -0.169
C -0.496986 -4.722824 -2.595566 0.098 0.212 0.081
C -0.053368 1.557978 1.251053 -0.076 0.469 -0.173
C -0.756620 2.793646 1.825073 0.173 0.646 0.043
H -0.110363 2.112400 -0.626728 -0.011 0.047 -0.010
H -0.656777 -1.079607 0.311710 0.156 -0.001 0.144
H 1.348794 -4.471874 1.695213 -0.062 0.240 0.088
H -1.142389 -2.155633 -1.826699 0.043 -0.113 0.005
H 0.880663 -5.671426 -0.387381 -0.027 -0.056 -0.017
H -0.304117 4.991974 3.089266 0.072 -0.082 0.125
H 1.327336 -5.657503 -3.189510 -0.289 0.258 -0.006
H 0.497718 4.087646 0.670180 0.102 0.119 0.059
H -3.215623 4.120041 0.670770 -0.142 -0.096 0.151
H -2.775474 4.907789 2.212463 -0.163 -0.156 0.090
H -3.190544 5.890928 0.792349 0.200 -0.125 0.011
H 2.094957 -4.427465 -6.132258 -0.071 0.032 0.070
H 2.922090 -5.096324 -4.718528 0.151 -0.035 -0.144
H 0.464765 5.613211 5.200608 -0.091 -0.136 -0.172
H 0.857591 3.910804 5.531678 -0.133 0.056 -0.078
H -0.800151 4.494224 5.765340 0.109 0.015 0.064
H -0.918472 -5.711186 -2.385751 0.255 0.018 -0.150
H -1.258316 -4.167590 -3.156082 0.416 -0.045 -0.033
H 1.028527 1.683316 1.315216 0.165 -0.057 0.171
H -0.341458 0.675318 1.825057 0.077 0.151 -0.133
H -1.825309 2.588474 1.780411 -0.095 0.144 -0.107
```
Forces are in eV/Å.

Löwdin population analysis, charges in e, atoms 1 to 2:
1 N 0.153
2 O 0.042

=====

Which value of total energy does entry 1 give?
-8266.6735 eV

=====

The lowest total energy belongs to which entry?
C20H25AsCsNS

=====

What is the formula in the first record?
C5H7N2